Entry from the OMol25 dataset: 4 unconnected molecules or ions with the total composition C5H19NO5 in a non-equilibrium geometry (wB97M-V/def2-TZVPD).

Computed properties:
LUMO, eV: 0.52
HOMO level, Eh: -0.3543
ΔE to the lowest compared entry with this formula, charge and spin, kcal per mole: 28.43
SMILES: N[C@@H](CO)CCCO.O.O.O
Orbital gap, eV: 10.16

Geometry as XYZ:
```
30
C5H19NO5, DFT wB97M-V/def2-TZVPD
N -2.13716 0.98639 -0.57607
C -0.77470 1.24923 -1.04698
C -0.59094 2.56751 -1.76740
O -0.61245 2.43811 -3.18671
C 0.15235 1.16716 0.17794
C 1.50915 0.56647 -0.19101
C 1.48967 -0.99461 -0.07209
O 0.36179 -1.51433 0.61371
H -2.80463 1.29567 -1.27183
H -2.42460 1.34218 0.31296
H -0.52196 0.44281 -1.73744
H 0.35124 3.05404 -1.49196
H -1.34810 3.31160 -1.49415
H -1.24754 3.02118 -3.59944
H -0.32310 0.59142 0.96451
H 0.20046 2.17527 0.60881
H 2.27920 0.96514 0.47079
H 1.85743 0.82975 -1.18919
H 2.35101 -1.30608 0.49686
H 1.46007 -1.40136 -1.07741
H -0.23218 -2.14494 0.20214
O -2.80272 -2.25777 -0.63178
H -2.61729 -2.25773 -1.57106
H -2.75293 -1.35216 -0.30711
O 0.45004 -2.45906 3.05281
H 0.03843 -2.04928 2.28296
H -0.18512 -2.62609 3.74107
O 3.17253 -0.90379 2.66206
H 3.09668 0.05639 2.66468
H 2.23703 -1.15654 2.74438
```



Entry from the OMol25 dataset: 6 unconnected molecules or ions with the total composition C5H19NO5 (wB97M-V/def2-TZVPD).

Computed properties:
LUMO, eV: 0.54
HOMO level, Eh: -0.3042
ΔE to the lowest compared entry with this formula, charge and spin, kcal per mole: 3.82
SMILES: C=C/C(C)=C/N.O.O.O.O.O
Orbital gap, eV: 8.82

Geometry as XYZ:
```
30
C5H19NO5, DFT wB97M-V/def2-TZVPD
C -2.35810 -0.41652 1.32399
C -2.33240 0.25446 0.17987
C -1.39208 1.33359 -0.18293
C -1.83477 2.31763 -1.23020
C -0.18072 1.41716 0.37566
N 0.78916 2.36617 0.01107
H -1.69786 -0.22783 2.16114
H -3.05671 -1.22755 1.49738
H -3.07053 0.00224 -0.57192
H -1.21977 2.28047 -2.13548
H -1.80623 3.35682 -0.88801
H -2.85158 2.11655 -1.56805
H 0.16072 0.69160 1.10361
H 0.40669 3.13534 -0.51721
H 1.38195 2.65708 0.77173
O 2.33734 0.23793 -1.42392
H 1.99993 1.10800 -1.15753
H 1.54946 -0.20138 -1.82333
O 2.67113 -1.26987 0.74095
H 3.49688 -1.73045 0.56584
H 2.52592 -0.64069 -0.02011
O -0.05602 -0.92182 -2.18417
H 0.07744 -1.74708 -1.66923
H -0.70558 -0.40977 -1.69298
O 0.51442 -2.87551 -0.33788
H 0.00437 -3.07374 0.46409
H 1.29373 -2.39725 0.00630
O 0.86840 -2.32294 2.63894
H 1.53480 -1.90934 2.06301
H 0.95003 -1.90329 3.49938
```



Q: What is the orbital gap in the second record?
A: 8.82 eV



Q: The lowest ΔE to the lowest compared entry with this formula, charge and spin belongs to which entry?
A: number 2



Q: Number 2 is which compound?
A: C5H19NO5



Q: Look up the LUMO of the first one.
A: 0.52 eV